Entry 1:
Formula: C31H18Cl2F15N2O5PS2Se2Tc
Source: the OMol25 dataset
Level of theory: ωB97M-V with the def2-TZVPD basis set

Geometry as XYZ:
```
79
C31H18Cl2F15N2O5PS2Se2Tc (ωB97M-V with the def2-TZVPD basis set)
Tc 0.607 -0.477 -0.720
Se 0.273 -0.971 1.633
P 1.055 0.708 2.954
Se 2.846 1.859 0.244
C 0.812 -0.237 4.516
C -0.243 -0.093 5.413
C -0.296 -0.860 6.570
C 0.696 -1.789 6.842
C 1.754 -1.941 5.954
C 1.814 -1.165 4.809
C -0.341 1.901 2.994
C -0.003 3.252 2.992
C -0.988 4.231 2.963
C -2.325 3.867 2.933
C -2.676 2.521 2.930
C -1.689 1.548 2.957
H -1.025 0.630 5.220
H -1.123 -0.733 7.259
H 0.648 -2.392 7.740
H 2.535 -2.663 6.156
H 2.644 -1.282 4.120
H 1.044 3.535 2.979
H -0.708 5.277 2.942
H -3.095 4.629 2.897
H -3.718 2.229 2.891
H -1.960 0.500 2.921
F 4.997 0.196 -1.858
C 5.189 -1.021 -1.359
F 6.118 -1.638 -2.093
F 5.636 -0.915 -0.111
S 3.627 -1.997 -1.382
O 2.747 -1.189 -0.550
O 4.004 -3.285 -0.915
N 3.255 -2.026 -2.911
S 2.116 -1.176 -3.565
O 1.203 -1.935 -4.346
O 1.598 -0.139 -2.662
C 3.030 -0.147 -4.796
F 2.153 0.371 -5.660
F 3.686 0.852 -4.217
F 3.896 -0.901 -5.469
Cl -0.909 1.241 -3.942
C -2.296 0.912 -2.987
C -3.544 1.271 -3.463
C -4.670 1.015 -2.699
C -4.557 0.405 -1.460
C -3.308 0.052 -0.983
Cl -3.175 -0.696 0.558
C -2.153 0.294 -1.736
N -0.906 -0.029 -1.252
H -3.618 1.748 -4.429
H -5.646 1.294 -3.072
H -5.427 0.197 -0.854
F -2.248 -4.594 -1.991
C -1.333 -3.635 -2.222
F -1.961 -2.460 -2.065
F -0.983 -3.724 -3.507
C -0.085 -3.727 -1.275
O 0.603 -2.575 -1.229
C 0.838 -4.872 -1.822
F 1.551 -4.465 -2.864
F 0.127 -5.950 -2.218
F 1.691 -5.287 -0.878
C -0.585 -4.175 0.139
F -0.986 -5.459 0.187
F 0.371 -4.027 1.049
F -1.633 -3.421 0.518
C 1.232 1.454 -0.378
C 0.374 2.587 -0.812
C 0.856 3.526 -1.727
C 0.051 4.567 -2.160
C -1.238 4.711 -1.664
C -1.717 3.799 -0.734
C -0.924 2.739 -0.324
H 1.864 3.411 -2.104
H 0.434 5.271 -2.889
H -1.864 5.529 -1.999
H -2.715 3.907 -0.324
H -1.305 2.029 0.400
```

Output
* ΔE to the lowest compared entry with this formula, charge and spin: 15.57 kcal per mole
* strongest force on any atom: 0.50 eV/Å
* total charge: -1
* molecular weight: 1205.398 g mol⁻¹
* E_LUMO: 0.0412 Eh
* highest occupied orbital energy: -0.1870 Eh

How positive or negative is each atom? The Löwdin charges in e answer that: Tc 1.266; Se 0.441; P 0.714; Se 0.706; C -0.473; C -0.093; C -0.095; C -0.105; C -0.093; C -0.134; C -0.465; C -0.110; C -0.088; C -0.102; C -0.092; C -0.171; H 0.089; H 0.097; H 0.094; H 0.099; H 0.100; H 0.095; H 0.101; H 0.098; H 0.101; H 0.058; F 0.116; C -0.683; F 0.136; F 0.144; S 0.624; O -0.474; O -0.227; N -0.265; S 0.622; O -0.236; O -0.442; C -0.673; F 0.128; F 0.145; F 0.143; Cl 0.807; C -0.579; C -0.100; C -0.071; C -0.100; C -0.592; Cl 0.772; C -0.374; N -0.158; H 0.105; H 0.107; H 0.104; F 0.154; C -0.531; F 0.144; F 0.171; C -0.306; O -0.263; C -0.547; F 0.168; F 0.147; F 0.167; C -0.568; F 0.154; F 0.127; F 0.097; C -0.802; C -0.371; C -0.086; C -0.093; C -0.099; C -0.082; C -0.078; H 0.094; H 0.099; H 0.094; H 0.102; H 0.090

---

Entry 2:
Formula: C36H60NO20
Source: the OMol25 dataset
Level of theory: ωB97M-V with the def2-TZVPD basis set

Geometry as XYZ:
```
117
C36H60NO20 (ωB97M-V with the def2-TZVPD basis set)
C -2.617 3.346 4.588
O -3.894 3.585 4.046
C -3.931 3.352 2.655
C -5.368 3.381 2.157
C -6.336 2.495 2.956
C -6.413 1.029 2.466
C -6.241 -0.054 3.557
C -5.330 -1.218 3.148
C -3.886 -0.786 2.812
C -3.455 -1.201 1.406
C -1.973 -0.968 1.069
C -1.469 0.383 1.567
C 0.040 0.613 1.310
C 0.335 2.095 0.991
C 0.818 0.265 2.579
N 0.498 -0.310 0.219
O 1.101 -1.363 0.620
C -0.400 -0.537 -0.955
C 0.251 -1.603 -1.837
C -0.536 0.744 -1.798
C -1.778 -1.038 -0.449
H -1.825 3.788 3.968
H -2.422 2.269 4.679
H -2.580 3.806 5.575
H -3.464 2.385 2.429
H -3.340 4.124 2.140
H -5.721 4.415 2.167
H -5.356 3.055 1.112
H -7.327 2.950 2.882
H -6.072 2.520 4.014
H -7.385 0.875 1.987
H -5.668 0.872 1.678
H -5.856 0.396 4.479
H -7.225 -0.458 3.812
H -5.772 -1.750 2.301
H -5.300 -1.937 3.971
H -3.815 0.300 2.903
H -3.197 -1.197 3.558
H -4.098 -0.693 0.679
H -3.665 -2.270 1.294
H -1.402 -1.767 1.559
H -1.629 0.511 2.638
H -2.061 1.155 1.057
H 0.529 2.278 -0.059
H -0.498 2.723 1.313
H 1.219 2.429 1.538
H 0.547 -0.711 2.980
H 0.557 1.022 3.326
H 1.892 0.338 2.403
H 0.198 -2.582 -1.364
H -0.286 -1.644 -2.784
H 1.294 -1.347 -2.030
H 0.400 1.301 -1.792
H -0.725 0.466 -2.835
H -1.339 1.395 -1.451
H -1.948 -2.062 -0.790
H -2.566 -0.425 -0.898
C -9.006 -0.341 -1.256
C -9.530 -1.026 -0.006
O -8.513 -1.999 0.251
C -7.361 -1.582 -0.324
O -6.297 -2.074 -0.143
O -7.592 -0.514 -1.123
H -9.239 0.719 -1.310
H -9.334 -0.837 -2.170
H -9.587 -0.347 0.847
H -10.485 -1.524 -0.142
C 3.445 -1.807 -5.459
C 3.012 -1.395 -6.854
O 1.591 -1.581 -6.793
C 1.201 -1.517 -5.498
O 0.070 -1.474 -5.137
O 2.277 -1.510 -4.683
H 4.291 -1.245 -5.074
H 3.650 -2.876 -5.387
H 3.217 -0.343 -7.063
H 3.432 -2.014 -7.643
C 4.638 -0.152 3.660
C 6.001 0.275 4.176
O 6.375 1.275 3.220
C 5.260 1.774 2.652
O 5.229 2.737 1.954
O 4.180 1.035 2.995
H 3.934 -0.427 4.439
H 4.710 -0.957 2.927
H 5.951 0.738 5.162
H 6.743 -0.517 4.181
C 8.952 3.992 2.896
C 8.948 5.046 3.988
O 8.811 4.253 5.171
C 9.256 3.002 4.904
O 9.409 2.152 5.720
O 9.491 2.855 3.582
H 9.579 4.244 2.045
H 7.946 3.746 2.551
H 9.890 5.596 4.042
H 8.120 5.746 3.919
C 3.904 -2.018 -0.436
C 3.522 -2.766 0.824
O 4.691 -3.562 1.070
C 5.749 -2.972 0.468
O 6.883 -3.289 0.625
O 5.334 -1.963 -0.333
H 3.495 -1.014 -0.485
H 3.637 -2.568 -1.341
H 3.364 -2.092 1.666
H 2.646 -3.394 0.710
C 1.723 -2.879 -11.115
C 1.214 -3.549 -9.851
O 2.303 -4.413 -9.508
C 3.436 -3.915 -10.056
O 4.533 -4.290 -9.804
O 3.141 -2.915 -10.920
H 1.399 -1.849 -11.228
H 1.476 -3.443 -12.016
H 1.063 -2.841 -9.035
H 0.308 -4.131 -9.994
```

Output
* multiplicity: 2
* strongest force on any atom: 0.54 eV/Å
* molecular weight: 826.863 g mol⁻¹
* E_LUMO (alpha / beta): 0.0165 / 0.0149 Eh
* highest occupied orbital energy (alpha / beta): -0.2984 / -0.3480 Eh

Atomic partial charges in e from the Löwdin method, atoms 1 to 99: C -0.108; O -0.189; C -0.247; C -0.170; C -0.185; C -0.183; C -0.196; C -0.194; C -0.197; C -0.169; C -0.291; C -0.104; C -0.440; C -0.002; C -0.037; N -0.097; O -0.049; C -0.446; C -0.035; C -0.018; C -0.078; H 0.085; H 0.085; H 0.088; H 0.090; H 0.125; H 0.110; H 0.114; H 0.103; H 0.100; H 0.095; H 0.097; H 0.107; H 0.104; H 0.092; H 0.107; H 0.079; H 0.119; H 0.106; H 0.125; H 0.148; H 0.106; H 0.119; H 0.058; H 0.079; H 0.083; H 0.089; H 0.093; H 0.068; H 0.086; H 0.071; H 0.077; H 0.077; H 0.083; H 0.084; H 0.126; H 0.121; C -0.113; C -0.115; O 0.059; C -0.571; O 0.159; O 0.056; H 0.132; H 0.132; H 0.126; H 0.131; C -0.098; C -0.100; O 0.045; C -0.564; O 0.160; O 0.051; H 0.135; H 0.137; H 0.136; H 0.126; C -0.102; C -0.092; O 0.059; C -0.575; O 0.156; O 0.040; H 0.137; H 0.114; H 0.136; H 0.139; C -0.106; C -0.113; O 0.056; C -0.580; O 0.158; O 0.059; H 0.132; H 0.121; H 0.130; H 0.131; C -0.117; C -0.129

---

Entry 3:
Formula: C11H14BN7V
Source: the OMol25 dataset
Level of theory: ωB97M-V with the def2-TZVPD basis set

Geometry as XYZ:
```
34
C11H14BN7V (ωB97M-V with the def2-TZVPD basis set)
H 0.890 3.060 1.912
N 0.486 1.601 0.420
B 0.217 0.325 -1.810
N 0.530 1.617 -0.990
C 0.879 2.842 -1.393
V 0.065 -0.129 1.218
H 0.962 3.054 -2.447
C 1.092 3.666 -0.270
H 1.394 4.686 -0.257
C 0.831 2.850 0.845
H 0.287 0.530 -2.992
C -0.799 -1.684 2.822
H -0.647 -2.147 3.813
H -0.149 -2.225 2.081
H -1.852 -1.704 2.506
N -1.239 -0.069 -1.417
N 1.190 -0.788 -1.333
N -1.525 -0.305 -0.072
N 1.280 -1.087 0.036
C -2.367 -0.189 -2.145
C 2.070 -1.542 -2.003
H -2.367 -0.022 -3.212
H 2.165 -1.425 -3.067
C -3.408 -0.537 -1.274
C 2.748 -2.374 -1.106
C -2.839 -0.610 0.010
C 2.217 -2.069 0.150
H -4.430 -0.711 -1.525
H 3.520 -3.075 -1.341
H -3.281 -0.857 0.954
H 2.451 -2.489 1.118
H -0.865 -0.206 3.952
N 0.650 1.450 3.381
C -0.156 0.564 3.435
```

Output
* ΔE to the lowest compared entry with this formula, charge and spin: 0.27 kcal per mole
* multiplicity: 4
* strongest force on any atom: 4.40 eV/Å
* molecular weight: 306.038 g mol⁻¹
* E_LUMO (alpha / beta): 0.0246 / 0.0244 Eh
* highest occupied orbital energy (alpha / beta): -0.2328 / -0.2523 Eh

How positive or negative is each atom? The Löwdin charges in e answer that: H 0.077; N -0.078; B -0.477; N -0.007; C -0.070; V 0.714; H 0.120; C -0.046; H 0.082; C -0.109; H 0.119; C -0.267; H -0.002; H -0.039; H -0.037; N -0.012; N 0.000; N -0.037; N -0.074; C -0.060; C -0.066; H 0.122; H 0.122; C -0.055; C -0.052; C -0.098; C -0.096; H 0.085; H 0.089; H 0.100; H 0.115; H 0.072; N 0.081; C -0.214

---

Entry 4:
Formula: C15H28NOSc
Source: the OMol25 dataset
Level of theory: ωB97M-V with the def2-TZVPD basis set

Geometry as XYZ:
```
46
C15H28NOSc (ωB97M-V with the def2-TZVPD basis set)
C 1.208 2.091 -0.932
H 1.992 2.437 -0.213
H 1.743 2.140 -1.890
H 0.943 -1.221 1.198
C 0.115 3.154 -0.894
H -0.884 2.713 -1.019
H 0.133 3.584 0.111
C 0.339 4.257 -1.910
H -0.478 4.957 -1.877
H 1.253 4.803 -1.697
H 0.414 3.860 -2.915
C -0.879 -1.860 -0.297
C -1.482 -0.973 -1.228
C -0.517 -0.652 -2.225
C 0.700 -1.330 -1.914
C 0.480 -2.110 -0.719
C 1.448 -3.101 -0.111
C 1.944 -1.271 -2.725
C -0.797 0.103 -3.482
C -2.934 -0.642 -1.288
C -1.578 -2.458 0.871
Sc 0.744 0.146 0.112
H 2.842 -1.329 -2.094
H 1.991 -2.095 -3.458
H 1.983 -0.329 -3.290
H 2.475 -2.938 -0.481
H 1.500 -3.009 0.998
H 1.152 -4.147 -0.326
H -2.433 -1.836 1.182
H -1.968 -3.455 0.603
H -0.906 -2.566 1.736
H -3.123 0.230 -1.929
H -3.520 -1.486 -1.696
H -3.327 -0.416 -0.286
H -0.033 0.879 -3.649
H -0.816 -0.550 -4.377
H -1.772 0.608 -3.423
C -0.563 -0.038 4.168
C 0.327 0.241 3.005
N 1.617 -0.160 3.185
O -0.052 0.815 1.929
H 0.075 -0.119 5.060
H -1.117 -0.981 4.001
H -1.286 0.774 4.290
H 2.256 -0.179 2.386
H 1.761 -0.890 3.857
```

Output
* ΔE to the lowest compared entry with this formula, charge and spin: 22.81 kcal per mole
* strongest force on any atom: 2.78 eV/Å
* total charge: +2
* molecular weight: 283.351 g mol⁻¹
* E_LUMO (alpha / beta): -0.3821 / -0.3830 Eh
* highest occupied orbital energy (alpha / beta): -0.5634 / -0.5600 Eh

How positive or negative is each atom? The Löwdin charges in e answer that: C -0.186; H 0.084; H 0.063; H 0.096; C -0.339; H 0.102; H 0.109; C -0.088; H 0.084; H 0.090; H 0.077; C -0.218; C -0.191; C -0.148; C -0.266; C -0.275; C -0.032; C -0.004; C 0.033; C 0.007; C 0.008; Sc 1.168; H 0.095; H 0.122; H 0.094; H 0.097; H 0.075; H 0.117; H 0.102; H 0.128; H 0.088; H 0.089; H 0.126; H 0.098; H 0.104; H 0.137; H 0.093; C 0.044; C -0.484; N 0.193; O -0.078; H 0.111; H 0.116; H 0.117; H 0.109; H 0.134

---

Entry 5:
Formula: C4H13N3
Source: the OMol25 dataset
Level of theory: ωB97M-V with the def2-TZVPD basis set

Geometry as XYZ:
```
20
C4H13N3 (ωB97M-V with the def2-TZVPD basis set)
C -0.907 -1.487 -0.809
C 0.382 -0.682 -0.714
C 0.629 -0.295 0.768
N 0.435 -1.418 1.646
N -0.640 -2.757 -0.234
C -0.393 2.893 -0.172
N 0.926 2.230 -0.111
H -1.150 -1.563 -1.880
H -1.712 -0.918 -0.327
H 0.401 0.208 -1.334
H 1.183 -1.371 -0.999
H -0.028 0.531 1.060
H 1.646 0.096 0.804
H -0.070 -2.215 1.086
H 1.326 -1.710 2.036
H -1.486 -3.323 -0.144
H -0.781 3.336 0.750
H -0.852 1.926 -0.424
H -0.551 3.566 -1.022
H 1.641 2.953 0.019
```

Output
* ΔE to the lowest compared entry with this formula, charge and spin: 192.20 kcal per mole
* strongest force on any atom: 2.92 eV/Å
* molecular weight: 103.169 g mol⁻¹
* E_LUMO: -0.1243 Eh
* highest occupied orbital energy: -0.2490 Eh

How positive or negative is each atom? The Löwdin charges in e answer that: C -0.339; C -0.190; C -0.304; N 0.053; N 0.011; C -0.217; N -0.023; H 0.134; H 0.122; H 0.083; H 0.115; H 0.087; H 0.101; H 0.040; H 0.081; H 0.051; H 0.072; H 0.040; H 0.071; H 0.014

---

Number 1: DFT total energy -275318.112 eV. Number 2: DFT total energy -80743.930 eV. Number 3: DFT total energy -48427.243 eV. Number 4: DFT total energy -40228.742 eV. Number 5: DFT total energy -8821.078 eV.